{"formula": "C33H39FNO23S", "method": "ωB97M-V with the def2-TZVPD basis set", "symbols": ["S", "F", "O", "O", "O", "O", "O", "O", "O", "O", "O", "O", "O", "O", "O", "O", "O", "O", "O", "O", "O", "O", "O", "O", "O", "N", "C", "C", "C", "C", "C", "C", "C", "C", "C", "C", "C", "C", "C", "C", "C", "C", "C", "C", "C", "C", "C", "C", "C", "C", "C", "C", "C", "C", "C", "C", "C", "C", "C", "H", "H", "H", "H", "H", "H", "H", "H", "H", "H", "H", "H", "H", "H", "H", "H", "H", "H", "H", "H", "H", "H", "H", "H", "H", "H", "H", "H", "H", "H", "H", "H", "H", "H", "H", "H", "H", "H", "H"], "coordinates": [[-1.13357, -4.21594, -0.48890], [1.86758, -2.31683, 1.40894], [3.92238, 3.95989, -3.08214], [8.43922, 8.03880, -2.79151], [5.24679, 2.13492, -3.08023], [2.43436, -1.68522, -0.60118], [2.10637, 6.69326, 2.42482], [-7.99733, -5.99405, 3.37393], [-10.20094, -6.31681, 3.27818], [-10.41428, -2.75802, 3.17472], [5.56757, -2.51449, -3.86132], [9.55633, 4.80816, 0.78358], [8.39758, 4.85233, -1.14876], [3.26414, 2.06696, -2.05434], [-8.85380, -2.40659, 4.75968], [0.17338, 5.80271, 3.16905], [-9.04766, -5.93264, 1.38408], [-0.25090, -2.47671, -2.19298], [6.76644, 7.76124, -1.31474], [1.02005, 5.20077, 1.16978], [-11.04340, -2.34367, 5.27188], [7.30223, 4.74136, 0.79778], [6.67677, -2.41754, -5.79867], [8.74285, 8.60672, -0.66351], [7.82178, -2.48061, -3.85873], [0.17860, -1.76856, -0.02497], [10.03893, 8.66959, -1.27304], [-2.07707, -3.89022, 1.03870], [2.99204, 6.35158, 1.35535], [5.30947, -2.65246, -6.14226], [-9.81599, -6.63329, 4.62258], [-7.69002, -3.13612, -0.02069], [-5.28869, -2.52605, -0.39740], [9.69329, 8.73179, -2.74644], [1.59437, -1.91601, 0.19448], [-5.80580, -4.31808, 1.11330], [-3.52462, -3.69947, 0.73384], [4.59001, -2.25379, -4.87100], [-12.24093, -2.29285, 4.48539], [6.31061, 4.99207, -0.20804], [7.87814, 8.10956, -1.56792], [2.05616, 5.73485, 0.33834], [1.01541, 5.89334, 2.33960], [-4.46199, -4.50899, 1.34957], [1.10990, -5.83267, 0.29878], [-11.82507, -3.01529, 3.22071], [-0.30426, -2.64480, -1.02748], [-8.46094, -5.96700, 4.73083], [-3.94962, -2.70748, -0.13482], [5.22082, 0.90868, -2.33611], [3.74477, 0.72054, -2.06564], [8.52150, 4.80124, 0.20358], [7.02649, 4.60000, -1.47315], [-9.07975, -6.07138, 2.56351], [-6.22910, -3.32605, 0.23935], [0.17445, -5.15403, -0.01463], [-9.99484, -2.49220, 4.43547], [4.12411, 2.83304, -2.77433], [6.79870, -2.47378, -4.45218], [6.05086, 6.04581, -0.19284], [4.33964, -1.18994, -4.85322], [10.59303, 7.76796, -1.00862], [5.79578, 1.04185, -1.41786], [-12.49726, -1.24781, 4.30662], [6.90500, 3.54057, -1.70577], [-9.76258, -7.71766, 4.72971], [-1.63565, -3.06169, 1.58943], [-11.98095, -4.09394, 3.27746], [-8.53068, -4.92709, 5.05350], [-1.94392, -4.78341, 1.64491], [-8.08191, -3.94162, -0.63726], [2.51817, 4.94698, -0.25228], [2.00231, -6.41387, 0.31521], [3.49913, 7.23768, 0.98237], [-3.20566, -2.06883, -0.60079], [-13.06089, -2.77704, 5.00828], [1.62310, 6.47564, -0.33526], [-10.54302, -6.24279, 5.32985], [0.07116, -0.83312, -0.42002], [-12.31076, -2.63129, 2.32810], [3.23692, 0.17188, -2.86257], [5.65944, 0.09757, -2.91149], [-7.77836, -6.50161, 5.38577], [5.41456, 4.39709, -0.03168], [9.54153, 9.75297, -3.09939], [10.42328, 8.23816, -3.38158], [-5.61156, -1.76629, -1.09018], [5.02430, -2.05551, -7.00416], [-8.25788, -3.14345, 0.90600], [3.54858, 0.23509, -1.11999], [-6.53922, -4.93906, 1.60226], [5.18108, -3.70952, -6.38109], [-4.14309, -5.28858, 2.02749], [3.73544, 5.64255, 1.72584], [6.72142, 5.19165, -2.33178], [10.58318, 9.54124, -0.92076], [3.68858, -2.83468, -4.69015], [-7.87729, -2.18888, -0.51673]], "atomic_forces_ev_per_a": [[-0.718, -0.618, -0.122], [-0.294, -0.183, 0.322], [-0.003, 0.095, 0.063], [-0.014, 0.062, 0.030], [-0.279, -0.106, 0.112], [-0.286, -0.098, 0.065], [-0.106, -0.147, -0.116], [-0.117, -0.090, -0.004], [0.061, 0.027, 0.039], [-0.025, -0.030, 0.122], [-0.050, 0.051, -0.159], [0.068, 0.025, 0.023], [-0.101, 0.014, 0.256], [0.022, -0.008, -0.015], [0.091, -0.122, -0.002], [-0.055, -0.029, 0.038], [0.080, 0.024, -0.100], [-0.396, -0.087, -0.011], [-0.087, 0.101, -0.079], [0.056, 0.029, 0.028], [-0.022, -0.057, -0.076], [0.091, -0.060, -0.170], [-0.091, -0.015, 0.093], [-0.006, 0.009, -0.053], [0.035, 0.021, 0.076], [-0.443, -0.128, -0.053], [0.236, -0.008, -0.002], [-0.289, 0.044, 0.801], [0.240, 0.102, -0.133], [-0.081, -0.042, -0.109], [-0.008, -0.079, 0.159], [-0.115, 0.120, 0.045], [0.018, -0.098, 0.077], [0.169, 0.073, -0.066], [0.728, -0.032, -0.154], [0.001, 0.051, -0.007], [0.060, 0.106, -0.218], [-0.230, 0.052, -0.022], [-0.182, 0.044, -0.046], [-0.361, 0.023, 0.108], [0.089, -0.096, 0.044], [0.082, 0.003, -0.138], [0.040, 0.028, 0.020], [0.047, -0.314, 0.165], [0.216, 0.099, -0.732], [-0.175, -0.076, -0.097], [0.789, 0.617, -0.196], [-0.005, 0.132, 0.336], [0.478, 0.145, -0.096], [0.196, -0.175, 0.012], [0.079, -0.039, -0.102], [-0.044, 0.031, 0.005], [-0.155, -0.010, -0.397], [-0.051, 0.078, 0.019], [-0.427, 0.057, -0.120], [0.168, 0.329, 0.356], [-0.004, 0.087, -0.056], [0.122, 0.001, -0.046], [0.089, -0.016, -0.034], [0.041, 0.044, 0.000], [0.028, 0.005, -0.048], [-0.051, -0.031, -0.013], [-0.011, 0.020, 0.002], [0.038, 0.001, -0.013], [0.100, -0.006, -0.006], [0.014, 0.001, -0.059], [0.332, 0.149, -0.267], [0.031, 0.003, 0.025], [0.016, 0.007, -0.038], [0.202, -0.175, -0.088], [-0.035, -0.087, -0.063], [-0.109, -0.097, 0.053], [0.047, -0.212, 0.468], [-0.060, 0.084, 0.130], [-0.060, 0.155, -0.122], [0.114, -0.038, 0.131], [-0.003, 0.021, 0.031], [-0.081, 0.077, -0.132], [-0.047, 0.068, -0.002], [0.160, 0.056, -0.057], [0.017, 0.014, -0.009], [0.057, 0.117, -0.110], [0.129, -0.042, -0.179], [0.145, -0.140, 0.192], [-0.033, 0.000, 0.029], [-0.124, -0.132, -0.030], [-0.038, 0.145, -0.063], [0.162, 0.072, 0.004], [-0.026, -0.059, 0.113], [-0.048, 0.141, 0.126], [-0.085, -0.087, 0.070], [0.013, -0.005, 0.041], [0.028, -0.090, 0.071], [-0.030, -0.014, 0.020], [0.138, 0.064, 0.000], [-0.154, 0.050, 0.096], [0.077, -0.064, 0.131], [-0.024, 0.075, -0.126]], "mulliken_charge": [0.105, -0.180, -0.534, -0.323, -0.346, -0.363, -0.354, -0.305, -0.382, -0.230, -0.308, -0.557, -0.391, -0.324, -0.549, -0.513, -0.527, -0.383, -0.590, -0.354, -0.342, -0.382, -0.334, -0.313, -0.509, -0.107, -0.322, -1.013, -0.169, -0.382, -0.414, -1.090, -1.070, -0.322, 0.384, -0.549, 1.218, -0.129, -0.391, 0.207, 0.694, 0.048, 0.597, -0.888, 0.770, -0.229, 0.494, -0.132, -0.259, -0.137, 0.019, 0.606, -0.200, 0.721, 0.782, -0.910, 0.651, 0.716, 0.674, -0.003, 0.127, 0.255, 0.271, 0.272, 0.219, 0.294, 0.498, 0.178, 0.108, 0.521, 0.286, -0.056, 0.451, 0.311, 0.294, 0.315, 0.249, 0.315, 0.376, 0.318, 0.163, 0.125, 0.311, 0.151, 0.273, 0.296, 0.386, 0.308, 0.084, 0.119, 0.437, 0.257, 0.322, 0.253, 0.323, 0.300, 0.319, 0.393], "homo_lumo_gap_ev": 7.247, "total_energy_ha": -3563.92441, "spin_multiplicity": 1, "total_charge": 1}